Here is a structure of composition Ca3Hg6O20P5 in a non-equilibrium geometry from the Open Molecules 2025 dataset. Energies are from wB97M-V/def2-TZVPD.

```
! wB97M-V def2-TZVPD RIJCOSX def2/J DEFGRID3
* xyz 3 1
Hg -12.69492 4.35276 17.47212
Hg -8.77623 0.61232 13.16974
Hg -8.92098 4.45403 20.02536
Hg -9.01731 -0.36618 17.96470
Hg -11.74913 0.07095 15.63651
Hg -10.83037 3.64390 14.40141
Ca -6.85312 2.51120 17.94150
Ca -9.34206 6.07638 17.13961
Ca -7.70404 3.74224 14.70329
P -9.03107 3.02926 11.62236
O -9.03651 3.16704 13.12016
O -9.29017 1.52418 11.23632
O -7.76045 3.31514 10.77277
O -10.16598 3.55235 10.84415
P -6.68803 5.43683 18.04793
O -7.84991 6.13812 18.62169
O -7.26289 4.58552 16.79320
O -6.60409 4.54225 19.31350
O -5.64400 6.41496 17.78973
P -11.46404 -2.57542 18.34431
O -11.75258 -1.27403 17.47942
O -12.50521 -2.51097 19.54161
O -10.05871 -2.84404 18.69277
O -11.85012 -3.86947 17.64531
P -9.82472 2.47585 16.90625
O -8.98793 3.28742 18.11458
O -9.28873 2.29219 15.51735
O -10.94978 3.50452 16.53377
O -10.52978 1.17547 17.25430
P -12.49538 1.92568 13.35517
O -12.10932 3.03943 12.37767
O -12.89220 2.77003 14.50154
O -11.12346 1.33696 13.72285
O -13.53531 1.20407 12.83854
*
```

Computed properties:
**Molecular weight**: 1798.6 u
**LUMO level**: -13.458 eV
**F_max**: 0.1790 hartree/bohr

natural (NBO) population analysis, charges in e, atoms 1 to 8: number 1, Hg, carries 0.511; number 2, Hg, carries 1.397; number 3, Hg, carries 1.484; number 4, Hg, carries 0.366; number 5, Hg, carries 1.635; number 6, Hg, carries 1.618; number 7, Ca, carries 1.708; number 8, Ca, carries 1.737


Here is a structure of composition Cd2N11O33 in a non-equilibrium geometry from the Open Molecules 2025 dataset. Energies are from wB97M-V/def2-TZVPD.

```
! wB97M-V def2-TZVPD RIJCOSX def2/J DEFGRID3
* xyz -7 1
Cd 4.13996 -2.08667 -1.62908
Cd 0.05627 -0.06182 -0.03957
N 5.28105 0.73306 -2.38369
O 5.46162 1.83118 -1.94659
O 4.78021 -0.09878 -1.58434
O 5.34683 0.57522 -3.57865
N -1.80175 4.06594 1.38182
O -2.33329 4.20154 2.47104
O -0.53881 4.09100 1.27787
O -2.38725 3.78483 0.39703
N -4.68891 0.64853 2.87094
O -4.81881 -0.17156 3.70101
O -4.70177 1.89039 2.97521
O -4.39723 0.15128 1.76005
N -0.21705 -0.86204 3.17303
O 0.29710 -1.96277 3.61898
O -0.64272 -0.07380 3.99271
O -0.30262 -0.55309 2.00960
N -0.38956 -3.00477 -1.33135
O -0.21932 -4.12316 -1.02796
O -0.93578 -2.65641 -2.40348
O 0.01154 -2.00983 -0.70711
N -4.28886 -2.92252 1.04035
O -4.57330 -2.80974 2.16330
O -3.36697 -3.51769 0.42055
O -5.23890 -2.52841 0.25352
N -2.95539 0.56976 -1.13566
O -3.44647 1.60629 -1.37260
O -3.49312 -0.55053 -1.26468
O -1.81415 0.66370 -0.50726
N 2.23085 1.26653 0.47134
O 3.30196 1.82891 0.37752
O 1.15986 1.74259 0.21628
O 2.18448 0.06780 0.51388
N 0.45727 3.15465 -2.34293
O 1.06292 3.85623 -1.57529
O 1.02791 2.87340 -3.40737
O -0.80377 3.09584 -2.11983
N 3.48001 -2.99095 1.82140
O 2.44826 -3.51338 2.24853
O 4.66910 -2.98350 2.27496
O 3.36832 -2.57920 0.71026
N 1.84960 -0.27384 -2.99829
O 2.27365 0.50267 -3.88270
O 2.48649 -1.10294 -2.60185
O 0.98076 0.23612 -2.30099
*
```

Computed properties:
**Molecular weight**: 906.9 u
**LUMO level**: 11.284 eV
**F_max**: 0.2744 hartree/bohr

natural (NBO) population analysis, charges in e, atoms 1 to 8: number 1, Cd, carries 1.179; number 2, Cd, carries 1.780; number 3, N, carries 0.730; number 4, O, carries -0.465; number 5, O, carries -0.672; number 6, O, carries -0.520; number 7, N, carries 0.710; number 8, O, carries -0.573


Here is a structure of composition Cd4N6O18 in a non-equilibrium geometry from the Open Molecules 2025 dataset. Energies are from wB97M-V/def2-TZVPD.

```
! wB97M-V def2-TZVPD RIJCOSX def2/J DEFGRID3
* xyz 2 1
Cd -0.42954 -1.51593 -2.76771
Cd -1.49103 -2.34331 0.96069
Cd 3.00343 1.25506 -0.21250
Cd -2.92675 2.56429 1.04164
N -2.24307 4.56225 -1.05677
O -2.15773 3.78304 -1.98948
O -2.77805 5.65326 -1.06966
O -1.92034 4.28976 0.04579
N -3.68579 -0.40106 1.92831
O -3.43527 0.76234 1.96510
O -3.07065 -1.15417 1.16658
O -4.51006 -0.89333 2.60627
N 3.29435 -0.79017 2.28861
O 3.37449 -0.14290 3.28341
O 2.92158 -0.08356 1.37839
O 3.73979 -1.95564 2.29628
N -0.25938 0.65029 0.12546
O -1.17343 1.42177 0.43665
O -0.57188 -0.48680 -0.13869
O 0.82859 1.18415 0.01369
N 0.88943 -3.54767 -0.14820
O 0.01796 -3.55952 0.63773
O 0.58205 -2.85032 -1.11502
O 1.88892 -4.15154 -0.11919
N 2.48144 -0.49399 -2.87832
O 3.47881 -0.43847 -3.63544
O 2.66959 -0.18580 -1.74053
O 1.48248 -1.13216 -3.30315
*
```

Computed properties:
**Molecular weight**: 821.7 u
**LUMO level**: -11.207 eV
**F_max**: 0.2263 hartree/bohr
**Energy above the lowest of the compared OMol25 structures with the same formula, charge and spin**: 0.00 kJ/mol

natural (NBO) population analysis, charges in e, atoms 1 to 8: number 1, Cd, carries 1.783; number 2, Cd, carries 1.744; number 3, Cd, carries 1.837; number 4, Cd, carries 1.722; number 5, N, carries 0.708; number 6, O, carries -0.492; number 7, O, carries -0.374; number 8, O, carries -0.635


Results for E_tot: -6163.85704; -3417.97158; -2352.11479 (in a.u., following the order of the records).
Results for frontier orbital gap: 0.1280; 0.0597; 0.1118 (in Ha, following the order of the records).
Results for HOMO energy: -16.94; 9.66; -14.25 (in eV, following the order of the records).